129
Properties=species:S:1:pos:R:3:forces:R:3:lowdin_charge:R:1 method="wB97M-V/def2-TZVPD" smiles="CCOS(C)(=O)=O.CCOS(C)(=O)=O.c1ccncc1.c1ccncc1.c1ccncc1.c1ccncc1.c1ccncc1.c1ccncc1.c1ccncc1.c1ccncc1.c1ccncc1" total_energy_ha=-3720.428674 e_lumo_ev=0.5422 multiplicity=1 orbital_gap_ev=9.634 max_force_ha_per_bohr=0.0680
C 0.40476 -2.75658 1.82925 1.220 1.298 -0.566 -0.035
C 0.23443 -2.03688 0.51330 -0.432 0.185 -0.802 -0.247
O -0.81010 -1.03212 0.63869 -0.185 1.474 0.385 -0.279
S -0.49556 0.45909 1.19192 1.203 -0.520 -1.675 0.573
C -1.38333 1.36457 -0.03181 0.258 0.306 0.521 -0.107
O -1.12185 0.64692 2.45138 -0.787 -0.088 0.866 -0.286
O 0.91669 0.74980 1.12542 -0.402 -0.402 -0.195 -0.294
H 0.08039 -2.03577 2.60205 0.717 -0.631 0.098 0.089
H 1.45511 -3.10406 1.83992 -0.521 0.183 0.694 0.071
H -0.24143 -3.58678 1.81134 -0.739 -1.109 0.378 0.037
H 1.10459 -1.56085 0.05272 0.141 -0.073 0.445 0.095
H -0.20011 -2.69635 -0.24055 0.262 0.004 0.046 0.082
H -1.29421 2.42412 0.17922 0.189 0.138 0.206 0.049
H -2.38447 1.08232 0.15405 -1.294 -0.268 0.101 0.032
H -1.16540 1.14737 -1.05815 0.624 -0.313 -0.263 0.039
C -4.12774 -2.12767 -4.37098 1.987 0.669 -0.797 -0.076
C -4.13890 -0.78409 -3.64179 -1.195 -0.638 -1.258 -0.239
O -3.73538 0.24977 -4.58954 -0.075 0.429 1.118 -0.243
S -2.63963 1.36811 -4.18286 -1.867 -0.121 -0.933 0.551
C -3.51027 2.86560 -3.73610 0.286 0.022 -0.984 -0.107
O -1.93983 0.90891 -3.04225 0.829 -0.368 0.814 -0.299
O -2.05689 1.62442 -5.44760 1.036 0.329 -0.456 -0.266
H -3.08382 -2.50030 -4.55869 -0.765 0.667 0.064 0.067
H -4.59233 -2.02341 -5.36406 -0.303 -0.337 0.623 0.090
H -4.53223 -2.84242 -3.69378 -0.932 -0.742 0.137 0.063
H -5.18998 -0.64467 -3.30229 0.723 0.585 -0.201 0.131
H -3.48236 -0.81175 -2.81178 0.677 0.230 0.863 0.073
H -2.82199 3.71019 -4.01025 -0.504 -0.855 0.759 0.068
H -3.80570 2.82975 -2.67644 -0.038 0.208 -0.623 0.069
H -4.30791 2.91363 -4.49362 -0.159 0.055 0.706 0.074
C 5.30520 1.73718 0.20049 0.043 0.520 0.629 -0.075
C 4.60676 0.87849 1.06689 1.407 -0.431 -0.669 -0.041
C 3.77185 -0.04275 0.44811 -1.189 -0.587 1.363 -0.161
N 3.46321 -0.08257 -0.84948 0.761 0.137 0.750 0.089
C 4.17609 0.74577 -1.59821 0.204 -0.559 -0.469 -0.184
C 5.12945 1.65608 -1.16318 -0.981 0.116 -0.361 -0.073
H 5.97040 2.50909 0.56347 0.144 -0.115 0.342 0.102
H 4.91622 0.75767 2.12517 -0.699 0.359 -0.907 0.086
H 3.25380 -0.78339 1.08649 0.245 0.439 -0.414 0.107
H 4.05042 0.53887 -2.63436 -0.195 0.408 -1.020 0.082
H 5.56049 2.33636 -1.90712 0.170 -0.359 0.560 0.111
C 5.09285 -3.02688 -2.28994 -0.921 -0.629 1.691 -0.080
C 5.13951 -3.21600 -0.86916 1.438 -0.614 -0.519 -0.078
C 4.06309 -3.68721 -0.10805 0.708 1.641 -2.702 -0.143
N 2.85296 -3.83413 -0.67671 0.293 0.031 0.696 0.069
C 2.75141 -3.60819 -1.97115 2.404 0.193 -0.690 -0.142
C 3.84892 -3.27521 -2.85824 -0.677 0.394 0.594 -0.057
H 5.99376 -2.72773 -2.84424 -0.608 -0.164 0.213 0.105
H 6.13799 -3.14784 -0.38101 -0.907 0.224 -0.243 0.105
H 4.21239 -3.73127 0.93118 -0.359 -0.674 1.291 0.057
H 1.77157 -3.71578 -2.32112 -1.286 -0.088 -0.963 0.065
H 3.69930 -3.12002 -3.93844 -0.202 -0.217 0.652 0.099
C 1.42378 3.39883 -1.19534 1.391 -0.398 0.118 -0.077
C 1.03709 3.24746 -2.55781 0.610 -1.373 0.859 -0.066
C -0.14846 3.76514 -2.99735 -1.026 2.466 2.259 -0.119
N -0.88072 4.63735 -2.15699 1.187 -1.420 -0.225 0.061
C -0.40838 4.87285 -0.91734 0.904 -0.590 -1.911 -0.169
C 0.77868 4.29852 -0.39099 -1.254 0.866 0.882 -0.077
H 2.28414 2.82233 -0.74084 -0.906 0.697 -0.959 0.115
H 1.65816 2.58077 -3.16620 -0.432 0.288 0.018 0.096
H -0.58566 3.65376 -3.97898 0.313 -0.228 -0.111 0.087
H -0.94916 5.61294 -0.37942 -0.353 0.388 0.548 0.069
H 1.07685 4.60464 0.65988 -0.260 -0.812 -1.461 0.128
C -4.93193 1.22819 1.66826 -1.119 -1.055 1.002 -0.090
C -6.06017 0.82233 2.39656 0.081 0.959 -1.208 -0.048
C -7.32039 1.37332 2.03348 2.266 -1.635 1.376 -0.158
N -7.43369 2.36438 1.18369 -0.047 0.831 -0.166 0.052
C -6.30957 2.82848 0.63073 0.251 1.272 -0.879 -0.155
C -5.06242 2.20093 0.71650 -0.335 1.078 0.006 -0.090
H -4.01667 0.74472 1.93241 0.762 0.000 -0.146 0.090
H -5.88243 0.13121 3.20471 -0.530 -0.220 0.067 0.096
H -8.13273 0.92529 2.57735 -0.909 0.406 -0.296 0.096
H -6.37112 3.85306 0.13545 -0.137 -1.650 0.265 0.124
H -4.19377 2.58761 0.19166 -0.207 0.044 -0.003 0.083
C -4.51422 5.32375 3.35126 -0.883 0.184 -0.311 -0.077
C -4.12365 5.72026 2.08141 -1.020 0.348 1.231 -0.075
C -3.11556 5.07641 1.47158 0.712 -0.083 -0.888 -0.190
N -2.49048 4.05725 2.01338 1.085 -0.871 0.676 0.070
C -2.81778 3.66973 3.25003 -0.526 0.211 -0.649 -0.112
C -3.88979 4.27182 3.94082 1.209 -0.821 0.536 -0.061
H -5.36318 5.73909 3.88099 0.056 0.384 -0.250 0.111
H -4.60883 6.49836 1.58125 -0.712 1.196 -0.591 0.091
H -2.77479 5.41241 0.49936 -0.078 -0.185 -0.137 0.090
H -2.21087 2.83806 3.58395 -0.269 -0.079 0.474 0.095
H -4.22510 3.99894 4.93813 0.370 -0.365 -0.172 0.107
C 2.82376 -4.07761 5.91175 0.812 0.887 0.105 -0.089
C 3.87309 -3.31949 5.40976 0.571 -0.408 -1.177 -0.072
C 4.16315 -3.51609 4.06807 -0.910 -0.852 -0.987 -0.145
N 3.56274 -4.46646 3.30541 0.197 0.950 -0.168 0.041
C 2.53144 -5.15966 3.78106 1.465 0.954 1.102 -0.145
C 2.13208 -4.94347 5.09785 -1.111 -0.756 0.337 -0.076
H 2.58884 -3.90192 6.93997 -0.501 -0.321 0.477 0.098
H 4.54300 -2.65772 5.94590 -0.584 0.120 0.349 0.100
H 4.81592 -2.87537 3.48295 0.396 -0.079 0.444 0.095
H 2.15361 -5.90350 3.11702 -0.613 -0.383 -0.167 0.101
H 1.27576 -5.45916 5.54038 0.241 -0.009 -0.354 0.105
C -2.11543 -3.36552 -1.83157 -0.294 0.016 -0.730 -0.088
C -1.28305 -4.47463 -1.92900 0.187 0.368 2.000 -0.054
C -1.12402 -5.27322 -0.79444 -1.829 0.671 -0.147 -0.131
N -1.79889 -5.05985 0.33569 0.475 -0.154 -0.120 0.066
C -2.57779 -3.99333 0.37667 -0.761 0.470 1.306 -0.179
C -2.82884 -3.12602 -0.65774 1.427 -0.916 -1.301 -0.060
H -2.22249 -2.70340 -2.69180 0.172 -0.160 0.255 0.060
H -0.55628 -4.64343 -2.66671 0.282 -0.038 -1.577 0.082
H -0.59033 -6.17934 -0.83103 1.029 -0.812 -0.031 0.093
H -3.02663 -3.76588 1.34406 -0.046 -0.243 -0.054 0.114
H -3.43418 -2.26608 -0.58363 -0.702 0.712 0.343 0.094
C 1.87123 -0.30632 -4.73017 0.268 -0.423 0.956 -0.094
C 1.39445 -1.00490 -5.83031 -2.956 -0.418 1.418 -0.054
C 0.15037 -1.72391 -5.67915 1.679 1.138 1.094 -0.085
N -0.47934 -1.80197 -4.46567 0.291 -0.059 -2.185 0.061
C 0.02570 -1.12569 -3.46210 1.763 0.098 2.010 -0.177
C 1.24708 -0.38783 -3.48003 -1.299 -0.946 -2.254 -0.039
H 2.81827 0.21786 -4.81665 -0.091 0.138 -0.049 0.097
H 1.86821 -0.82622 -6.74954 0.418 -0.337 -1.260 0.078
H -0.29547 -2.24227 -6.52386 -0.021 0.012 0.236 0.098
H -0.44298 -1.31332 -2.47426 0.083 0.426 -0.680 0.098
H 1.69344 0.07606 -2.63841 -0.031 0.217 0.860 0.056
C 3.50765 2.93324 3.92386 -0.098 0.825 -0.323 -0.106
C 4.77784 2.50003 4.20690 3.004 -1.255 0.396 -0.084
C 4.99846 1.11376 4.48784 -2.546 1.757 -0.371 -0.167
N 3.97730 0.24570 4.51848 0.065 -0.356 -0.008 0.040
C 2.72670 0.65499 4.25015 0.773 1.030 -0.198 -0.111
C 2.48787 2.02380 3.95156 -0.658 -1.882 -0.088 -0.068
H 3.21549 3.94276 3.59461 0.692 -0.360 0.367 0.116
H 5.74818 3.08205 4.17056 -1.619 -0.171 -0.021 0.119
H 5.97299 0.71905 4.64522 0.681 -0.187 0.210 0.090
H 1.95855 -0.14122 4.22394 0.370 0.779 0.045 0.115
H 1.53315 2.37391 3.61675 -0.615 -0.214 0.097 0.092

102
Properties=species:S:1:pos:R:3:forces:R:3:lowdin_spin:R:1 method="wB97M-V/def2-TZVPD" charge=-2 total_energy_ha=-6005.761104 relative_energy_ev=0.380 s_squared=1.057 e_lumo_ev="3.8733 / 3.8735" multiplicity=2 orbital_gap_ev="4.086 / 4.648" max_force_ha_per_bohr=0.0418
Mn 0.97894 0.61474 0.67194 0.351 0.899 1.922 1.137
C 5.14172 -0.43232 0.75663 -0.277 -0.389 0.191 0.000
C 5.72651 0.67826 0.18402 0.158 0.288 -0.118 -0.004
C 4.92303 1.74979 -0.13030 0.062 0.289 -0.132 0.002
C 3.54386 1.69420 0.09655 0.303 0.770 -0.463 -0.003
N 2.98174 0.58427 0.57685 -0.102 -0.242 0.495 -0.010
C 3.77101 -0.42149 0.93365 0.340 -0.487 0.154 -0.007
C 2.60137 2.79426 -0.13919 0.216 0.110 -0.075 0.001
C 2.97947 4.04263 -0.64807 0.170 0.067 0.007 -0.003
C 2.02439 5.02456 -0.82529 -0.101 -0.049 0.043 0.007
C 0.68630 4.74719 -0.51004 0.121 -0.086 0.070 -0.003
C 0.32527 3.50773 -0.00345 -0.077 0.178 0.058 0.004
C 1.28073 2.50255 0.21005 -0.349 -0.229 -0.363 -0.026
H 5.72692 -1.29248 1.05617 -0.076 -0.004 0.006 0.000
H 6.79521 0.70955 0.00680 -0.015 0.047 -0.029 0.000
H 5.34959 2.64956 -0.55439 -0.016 -0.035 0.020 0.000
H 3.26517 -1.25283 1.39933 -0.107 -0.161 0.046 0.000
H 4.01706 4.25256 -0.90088 -0.086 0.013 0.004 -0.001
H 2.31067 6.00140 -1.19972 -0.018 -0.021 -0.042 0.001
H -0.07389 5.50670 -0.66651 0.024 -0.010 0.011 0.000
H -0.71633 3.29874 0.23775 0.103 0.011 -0.022 0.001
C 3.68551 -7.11567 0.32173 -0.025 0.085 -0.028 0.000
C 4.17319 -5.92312 0.84554 -0.072 0.043 -0.083 0.000
C 3.54154 -4.72049 0.54121 0.009 -0.073 -0.027 0.000
C 2.42907 -4.67450 -0.30600 -0.076 -0.177 0.132 0.000
C 1.95758 -5.88218 -0.82913 0.173 0.010 0.039 0.000
C 2.57761 -7.09197 -0.51636 -0.004 0.154 -0.002 0.000
Sb 1.36911 -2.77643 -0.48897 0.116 -0.227 -0.257 0.004
C -0.05742 -3.50014 -1.92615 -0.158 0.012 0.029 0.002
C -1.08057 -4.33793 -1.47068 0.015 -0.039 -0.143 0.000
C -2.11415 -4.72605 -2.31445 0.184 -0.052 0.052 0.000
C -2.14432 -4.26604 -3.62547 0.075 0.049 -0.011 0.000
C -1.14107 -3.42357 -4.08433 0.019 -0.037 0.106 0.000
C -0.10104 -3.04268 -3.23924 -0.120 -0.152 -0.003 0.000
C 2.74165 -1.95310 -1.93982 0.073 0.095 -0.025 -0.001
C 2.49807 -0.67222 -2.44984 0.046 0.011 -0.067 0.000
C 3.41875 -0.06440 -3.30103 0.011 -0.146 0.059 0.000
C 4.58817 -0.72831 -3.65712 -0.078 -0.005 0.038 0.000
C 4.82569 -2.01060 -3.17648 -0.099 0.050 0.043 0.000
C 3.91011 -2.61702 -2.32048 -0.062 0.153 -0.052 0.000
H 4.16482 -8.05679 0.56867 -0.016 0.035 -0.011 0.000
H 5.03858 -5.93255 1.49925 -0.029 0.018 -0.008 0.000
H 3.92688 -3.79838 0.97449 -0.041 -0.088 -0.017 0.000
H 1.09762 -5.88045 -1.49115 0.039 -0.011 0.048 0.000
H 2.19078 -8.01894 -0.92638 0.003 0.037 -0.004 0.000
H -1.08614 -4.67321 -0.43776 -0.036 0.023 -0.030 0.000
H -2.90894 -5.36138 -1.94026 0.031 0.034 0.005 0.000
H -2.96622 -4.54032 -4.27812 0.032 0.006 0.015 0.000
H -1.17869 -3.03389 -5.09470 0.010 -0.005 0.010 0.000
H 0.65657 -2.36352 -3.60502 0.017 0.041 -0.011 0.000
H 1.58315 -0.13788 -2.19748 0.110 -0.056 0.030 0.000
H 3.21848 0.93367 -3.67491 0.001 -0.037 0.026 0.000
H 5.31299 -0.24656 -4.30611 -0.052 -0.033 0.021 0.000
H 5.72733 -2.53920 -3.46584 -0.001 -0.003 0.028 0.000
H 4.11243 -3.61401 -1.94731 0.015 0.009 -0.012 0.000
C -6.23204 6.91695 -0.29012 0.094 -0.073 -0.017 0.000
C -5.33061 5.75162 0.04921 -0.023 0.069 -0.008 0.000
C -4.42130 5.81530 1.09504 0.095 -0.105 0.080 0.000
C -3.63414 4.72261 1.47515 -0.073 -0.005 -0.183 0.000
C -2.62907 4.91720 2.58576 -0.089 -0.085 -0.025 0.000
C -3.76847 3.48225 0.80187 -0.150 0.053 0.031 -0.001
Se -2.89580 1.88671 1.39351 -0.135 0.189 -0.165 -0.004
C -4.63043 3.44650 -0.33019 0.044 0.196 0.109 0.000
C -4.72901 2.20512 -1.17401 -0.077 -0.003 -0.007 0.000
C -5.39443 4.56208 -0.66967 0.073 -0.153 -0.001 0.000
H -5.93588 7.81321 0.26250 -0.015 -0.046 -0.043 0.000
H -7.27569 6.70019 -0.03604 0.030 0.030 -0.010 0.000
H -6.20097 7.15187 -1.36001 -0.006 0.002 0.072 0.000
H -4.31960 6.75000 1.64879 0.003 -0.085 -0.023 0.000
H -3.00854 5.60893 3.34682 0.033 -0.020 -0.087 0.000
H -1.69417 5.32868 2.18563 -0.056 -0.054 0.040 0.000
H -2.38397 3.96039 3.04733 -0.028 0.056 0.005 0.000
H -3.73098 1.84668 -1.44332 -0.075 0.009 0.026 0.000
H -5.30570 2.40057 -2.08831 0.051 -0.021 0.143 0.000
H -5.19855 1.38897 -0.61343 0.076 0.040 -0.048 0.000
H -6.07208 4.49614 -1.52270 0.080 -0.020 0.062 0.000
O -1.12874 -0.16411 -2.58357 -0.193 0.249 -0.819 0.012
C -1.13154 -0.37860 -1.39200 0.839 -0.043 0.835 0.009
O -0.17721 0.02613 -0.59260 -1.414 -0.853 -1.329 0.026
C -2.16445 -1.29267 -0.78413 -0.032 0.281 0.164 0.000
C -2.01322 -1.80855 0.49674 -0.282 -0.025 0.158 0.001
C -2.95765 -2.69287 1.00650 0.061 0.036 -0.057 0.000
C -4.06794 -3.04211 0.24634 0.076 0.068 -0.034 0.000
C -4.22966 -2.50307 -1.02513 0.012 0.043 0.050 0.000
C -3.27075 -1.64202 -1.54152 -0.233 -0.052 -0.028 0.001
H -1.18291 -1.48942 1.10863 0.141 0.075 0.056 0.002
H -2.83361 -3.08900 2.00934 -0.020 0.039 -0.057 0.000
H -4.81271 -3.71900 0.65045 -0.006 0.020 0.001 0.000
H -5.11269 -2.74521 -1.60770 0.061 -0.024 -0.010 0.000
H -3.36974 -1.22008 -2.53338 0.011 0.001 0.011 0.000
C 0.76509 0.65966 2.36019 0.323 -0.777 -0.578 -0.236
C 0.59654 0.69415 3.75862 0.080 0.273 0.311 -0.021
C 1.64778 0.24773 4.61295 -0.176 0.158 -0.016 0.027
C 1.51119 0.26694 5.99171 -0.100 0.057 -0.104 0.000
C 0.33445 0.71977 6.59340 0.041 -0.017 -0.133 0.053
C -0.70868 1.15541 5.76920 0.086 -0.088 -0.100 0.002
C -0.59661 1.14702 4.38900 0.048 -0.067 -0.031 0.027
H 2.56768 -0.10170 4.15275 -0.045 -0.012 0.069 0.000
H 2.33296 -0.07978 6.61224 -0.002 0.010 -0.023 -0.002
H 0.23233 0.73141 7.67328 0.006 -0.001 -0.041 0.005
H -1.63002 1.51472 6.21939 0.024 -0.017 -0.050 -0.002
H -1.41429 1.48362 3.75331 0.107 0.007 0.130 0.001